No. 1
{
  "formula": "C38H54NO16P3",
  "method": "ωB97M-V/def2-TZVPD",
  "de_lowest_ev": 20.320,
  "smiles": "CC(=O)OC(=O)Cc1c(CCCCn2cccc2)c(P(=O)(O)O)cc2c1C(=O)c1ccccc1C2=O.CCOP(=O)(OCC)OCC.CCOP(=O)(OCC)OCC",
  "orbital_gap_ha": 0.204,
  "spin_multiplicity": 1,
  "e_tot_ha": -3762.53733,
  "e_lumo_ev": -2.51,
  "e_homo_ev": -8.1,
  "symbols": ["C", "C", "O", "O", "C", "O", "C", "C", "C", "C", "C", "C", "C", "N", "C", "C", "C", "C", "C", "P", "O", "O", "O", "C", "C", "C", "C", "O", "C", "C", "C", "C", "C", "C", "C", "O", "H", "H", "H", "H", "H", "H", "H", "H", "H", "H", "H", "H", "H", "H", "H", "H", "H", "H", "H", "H", "H", "H", "H", "H", "O", "P", "O", "C", "C", "O", "C", "C", "O", "C", "C", "H", "H", "H", "H", "H", "H", "H", "H", "H", "H", "H", "H", "H", "H", "H", "O", "P", "O", "C", "C", "O", "C", "C", "O", "C", "C", "H", "H", "H", "H", "H", "H", "H", "H", "H", "H", "H", "H", "H", "H", "H"],
  "coordinates": [[5.340893, -5.204040, 1.526645], [4.075760, -4.815626, 2.443188], [4.153473, -5.035443, 3.667976], [2.904615, -4.237047, 1.786583], [2.241222, -5.355902, 1.163910], [2.139363, -6.411398, 1.858785], [1.668657, -5.367003, -0.329903], [0.757408, -4.104531, -0.696130], [1.185475, -2.950996, -1.689562], [2.650293, -2.954169, -2.393360], [3.839768, -3.123511, -1.313714], [5.144280, -2.228295, -1.608096], [5.379514, -1.222559, -0.375998], [6.642053, -1.455128, 0.388194], [7.581068, -2.565883, 0.395649], [8.716009, -2.213061, 1.416230], [8.423622, -0.833681, 2.096016], [7.115351, -0.455532, 1.348786], [0.169273, -1.782543, -1.995249], [0.573973, -0.357441, -3.197836], [0.492040, -0.935014, -4.619637], [-0.698913, 0.806079, -3.088946], [2.045239, 0.418890, -2.844676], [-1.252949, -1.685245, -1.316396], [-1.628734, -2.813072, -0.322293], [-0.644036, -4.013650, -0.023089], [-1.195613, -5.095338, 1.048868], [-1.072770, -6.341680, 0.904276], [-1.967602, -4.434538, 2.307985], [-1.782223, -4.890348, 3.779529], [-2.574415, -4.107812, 4.892653], [-3.538323, -2.915766, 4.588748], [-3.727528, -2.459346, 3.111795], [-2.941552, -3.222138, 2.016948], [-3.044758, -2.779630, 0.463382], [-4.135887, -2.478099, -0.081857], [5.137052, -4.753770, 0.480481], [5.360389, -6.356654, 1.403765], [6.344018, -4.889535, 1.967170], [1.029989, -6.319391, -0.434440], [2.492318, -5.468707, -1.138752], [2.851502, -1.966838, -2.947802], [2.606912, -3.804088, -3.164459], [3.419355, -2.943440, -0.267195], [4.182863, -4.229401, -1.364615], [6.042747, -2.927525, -1.815522], [5.056154, -1.574567, -2.560078], [5.439216, -0.146940, -0.796828], [4.517084, -1.210241, 0.392318], [7.495041, -3.510068, -0.242789], [9.634818, -2.843057, 1.705632], [8.973756, -0.244960, 2.898790], [6.557108, 0.517228, 1.573923], [-0.725023, 1.168449, -2.167871], [1.992202, 0.862163, -1.962195], [-1.970780, -0.817703, -1.536840], [-1.081987, -5.764906, 4.021671], [-2.448538, -4.381953, 6.002909], [-4.098968, -2.319734, 5.396798], [-4.393151, -1.571064, 2.795357], [-4.407403, 1.681195, -1.415350], [-5.032510, 2.176385, -2.728070], [-5.253170, 3.731877, -2.201836], [-4.114191, 4.575820, -2.118736], [-3.696433, 5.065440, -3.493177], [-6.532415, 1.558192, -2.372467], [-6.647347, 0.273628, -1.763982], [-7.021373, 0.435495, -0.302047], [-5.662845, 2.682435, -4.237827], [-7.041877, 2.909934, -4.514940], [-7.649472, 4.083129, -3.772096], [-3.289060, 4.053595, -1.623770], [-4.388095, 5.428915, -1.493953], [-3.351026, 4.234112, -4.113988], [-2.887198, 5.795355, -3.413928], [-4.538870, 5.527954, -4.012813], [-5.727740, -0.305092, -1.879234], [-7.438937, -0.271096, -2.286311], [-6.319163, 1.086023, 0.224226], [-7.048200, -0.533105, 0.202698], [-8.006740, 0.903120, -0.213002], [-7.623270, 1.996747, -4.370447], [-7.094985, 3.125554, -5.587146], [-7.750416, 3.876067, -2.704026], [-8.647561, 4.302188, -4.163184], [-7.030270, 4.976705, -3.878811], [0.876067, 2.291558, 0.146701], [1.494055, 2.971162, 1.378019], [0.053347, 3.301595, 2.122694], [-0.640605, 2.227108, 2.742918], [-0.002373, 1.859063, 4.069483], [1.729940, 4.418492, 0.597706], [2.178130, 4.435340, -0.755228], [1.024497, 4.809576, -1.668173], [2.289945, 3.640851, 2.737777], [2.412578, 5.034831, 3.011561], [1.104763, 5.732956, 3.326450], [-0.676583, 1.361085, 2.074383], [-1.667647, 2.558704, 2.910292], [1.003835, 1.457672, 3.919203], [-0.599103, 1.106187, 4.589613], [0.093383, 2.738183, 4.711094], [2.618945, 3.476682, -1.040356], [2.966680, 5.188901, -0.833980], [0.164004, 4.152855, -1.521007], [1.326238, 4.762433, -2.717118], [0.682643, 5.825401, -1.448693], [2.957747, 5.541640, 2.212388], [3.054359, 5.105707, 3.895765], [0.468368, 5.816281, 2.442152], [1.295927, 6.745515, 3.693946], [0.543306, 5.186858, 4.087801]],
  "atomic_forces_ev_per_a": [[-1.4, -0.2, -1.1], [2.2, -1.4, 4.0], [-1.1, 1.5, -4.9], [0.6, -2.3, -1.0], [-0.4, -3.9, 2.4], [0.5, 4.3, -3.2], [-0.4, 0.8, -0.8], [-2.4, 2.5, -0.4], [-2.5, 0.5, 1.2], [-0.8, 0.2, 0.5], [0.1, -1.1, -0.8], [-0.2, 0.2, 0.2], [0.1, 0.8, -0.3], [3.3, 0.5, 2.6], [2.2, 2.3, 2.9], [-2.7, 1.4, -0.6], [-4.1, -2.8, -4.9], [2.4, -1.1, 1.4], [-1.0, -1.5, 2.9], [-1.3, -0.7, -3.5], [0.9, 1.7, 3.8], [2.6, -1.7, 1.6], [-2.7, -0.9, 0.6], [2.6, -3.4, 1.0], [2.2, 0.0, -1.2], [0.4, 2.4, -1.5], [-0.1, -1.8, -0.1], [-0.2, 4.8, 0.6], [-1.5, 1.8, 2.3], [-2.4, 2.9, -1.2], [-0.5, 1.1, -2.6], [1.9, -1.5, -3.2], [2.4, -3.0, 0.5], [0.6, -0.6, 1.7], [-1.4, 0.0, -0.4], [4.1, -0.7, 1.9], [0.8, -0.7, 1.7], [-0.2, 1.9, 0.3], [-1.7, -0.1, -0.5], [1.0, 1.6, 0.6], [-1.1, 0.3, 1.7], [-0.7, -1.6, 0.7], [0.3, 1.3, 1.1], [0.7, -0.2, -1.5], [-0.6, 1.8, 0.2], [-1.4, 1.3, 0.6], [-0.2, -1.2, 1.5], [0.0, -1.7, 0.7], [1.2, -0.3, -1.4], [0.0, 1.9, 1.1], [-1.9, 0.9, -0.8], [-0.9, -1.0, -1.5], [0.6, -1.8, -0.8], [-0.1, -0.1, -0.8], [0.0, -0.3, -0.7], [1.2, -1.6, 0.4], [-1.2, 1.6, -0.3], [-0.1, 0.3, -2.1], [1.1, -1.3, -1.3], [1.2, -1.7, 0.7], [3.0, -1.1, -3.3], [-7.8, 3.1, 4.3], [0.9, 0.0, -0.3], [0.1, 0.4, 0.0], [0.1, 0.0, -0.1], [0.7, -0.5, -1.0], [-0.2, -0.2, 0.5], [-0.1, 0.1, 0.2], [3.6, -1.4, -0.2], [-1.0, -0.2, -0.4], [0.1, 0.0, 0.5], [0.0, 0.0, 0.1], [-0.1, -0.1, 0.0], [0.0, 0.0, 0.0], [0.0, -0.1, 0.0], [0.1, 0.0, 0.1], [-0.1, 0.1, 0.1], [0.0, 0.1, -0.1], [0.1, -0.1, -0.1], [0.0, 0.0, 0.0], [0.0, -0.1, -0.1], [0.1, 0.1, 0.2], [0.4, 0.0, 0.0], [0.0, 0.0, -0.1], [0.1, -0.1, -0.1], [-0.1, -0.1, -0.1], [3.0, -3.1, 1.5], [-4.9, 8.2, -0.9], [0.5, -0.9, 0.0], [-0.3, -0.2, 0.4], [0.1, 0.0, 0.1], [1.0, -0.8, 0.3], [-0.3, 0.3, -0.4], [-0.1, 0.1, -0.1], [0.8, -3.9, -0.8], [0.5, 1.1, 0.1], [-0.4, -0.2, -0.3], [-0.1, 0.1, 0.0], [0.1, 0.1, -0.1], [0.0, 0.0, 0.1], [0.0, 0.0, -0.1], [-0.1, -0.1, -0.1], [-0.1, 0.1, 0.0], [0.0, 0.0, 0.1], [0.2, -0.1, 0.0], [0.0, 0.0, 0.0], [0.1, -0.1, 0.0], [-0.2, -0.1, 0.0], [0.0, -0.4, 0.0], [0.1, 0.0, 0.1], [0.2, -0.1, 0.0], [0.1, 0.1, 0.0]]
}


No. 2
{
  "formula": "C5H5BrN4S2",
  "method": "ωB97M-V/def2-TZVPD",
  "de_lowest_ev": 1.341,
  "smiles": "C/C=N\\C=C(\\Br)C#N.S=NN=S",
  "orbital_gap_ha": 0.286,
  "spin_multiplicity": 1,
  "e_tot_ha": -3782.78940,
  "e_lumo_ev": -0.61,
  "e_homo_ev": -8.4,
  "symbols": ["C", "C", "C", "C", "C", "N", "N", "N", "N", "S", "S", "Br", "H", "H", "H", "H", "H"],
  "coordinates": [[-1.781860, -0.905521, 0.806237], [-2.378078, -1.626861, -0.168783], [-2.403228, -1.263957, -1.519368], [-0.222486, 0.752873, 0.109915], [0.892918, -0.075212, -0.423880], [-1.279909, 0.330608, 0.637112], [-2.416754, -0.977045, -2.631071], [-3.741371, 3.054706, -0.270505], [-3.279702, 2.952415, 0.796413], [-3.065685, 2.576435, 2.262614], [-3.956399, 3.435434, -1.735775], [-3.309536, -3.238659, 0.282072], [-1.844062, -1.234868, 1.837077], [-0.129231, 1.832165, 0.060139], [0.631349, -0.433080, -1.422262], [1.064914, -0.947357, 0.207753], [1.805295, 0.510971, -0.496826]],
  "atomic_forces_ev_per_a": [[-0.4, -0.8, -0.3], [0.0, -0.5, 1.3], [0.0, 0.1, -0.3], [0.1, -0.1, 0.0], [0.1, -0.2, -0.1], [-0.3, 0.9, 0.0], [0.0, 0.2, -0.4], [2.1, -0.4, 4.4], [-2.1, 0.3, -4.4], [0.4, -0.3, 2.3], [-0.5, 0.4, -2.2], [0.2, 0.3, -0.1], [0.0, -0.1, 0.0], [0.1, 0.2, 0.0], [0.0, 0.0, 0.0], [0.0, 0.0, 0.0], [0.0, 0.0, 0.0]]
}


No. 3
{
  "formula": "C4H12NO",
  "method": "ωB97M-V/def2-TZVPD",
  "de_lowest_ev": 1.862,
  "charge": 1,
  "smiles": "C[C@H]([NH3+])[C@@H](C)O",
  "orbital_gap_ha": 0.429,
  "spin_multiplicity": 1,
  "e_tot_ha": -289.30643,
  "e_lumo_ev": -3.44,
  "e_homo_ev": -15.1,
  "symbols": ["C", "C", "C", "C", "O", "N", "H", "H", "H", "H", "H", "H", "H", "H", "H", "H", "H", "H"],
  "coordinates": [[-0.939206, 1.078399, 1.536359], [0.153781, 0.174055, 0.811573], [-0.152475, -0.871741, -0.221886], [-1.266658, -0.457065, -1.264394], [1.043459, -1.283843, -0.858651], [1.133132, 1.144270, 0.146760], [-1.407183, 0.225720, 1.985223], [-1.443557, 1.448053, 0.580045], [-0.490869, 1.963147, 2.147687], [0.808133, -0.170525, 1.576050], [-0.485154, -1.690603, 0.390109], [-2.201416, -0.206818, -0.591957], [-1.591462, -1.210997, -1.925755], [-1.162913, 0.503606, -1.854619], [0.881778, -1.972433, -1.573920], [1.833911, 0.495135, -0.260933], [1.537373, 1.836053, 0.879063], [0.669119, 1.498618, -0.679030]],
  "atomic_forces_ev_per_a": [[1.7, -0.2, -3.4], [1.7, 3.2, 0.9], [-1.8, -0.4, -1.6], [-1.5, 2.4, 3.0], [0.4, -0.5, -0.9], [1.0, -0.4, 0.7], [-1.4, 0.6, 1.2], [-0.3, 0.0, 2.0], [-0.9, -2.1, -0.8], [0.3, -1.2, 0.7], [-0.8, -0.7, 0.0], [1.5, -0.7, -1.3], [0.0, -1.1, -0.7], [0.6, -1.1, 0.6], [0.1, 1.3, 1.5], [0.3, 0.6, 0.3], [-0.9, -1.2, -2.1], [0.0, 1.2, 0.0]]
}